Record 1
15
Properties=species:S:1:pos:R:3:forces:R:3 method="wB97M-V/def2-TZVPD" homo_ha=-0.4850 orbital_gap_ev=9.93 e_above_lowest_kj_mol=254.52 charge=+1 lumo_ev=-3.26
C 1.050 -0.582 -0.900 -1.382 -0.337 -0.883
N 2.279 -1.056 1.026 2.360 -1.787 0.624
N -1.290 -0.517 -0.244 -1.564 2.713 -1.318
N -0.104 -0.597 -0.784 0.141 -0.191 1.438
N -2.543 1.861 -0.252 3.191 -0.893 -0.944
O 2.113 -0.811 -1.546 -0.367 0.248 -1.460
H 2.315 -0.177 1.502 -0.438 0.537 0.564
H 3.275 -1.430 1.184 -1.915 0.401 -0.182
H -1.832 0.571 -0.382 0.541 -1.755 0.827
H -1.558 -1.090 0.540 0.711 -0.489 -0.067
H 1.647 -1.723 1.494 0.505 0.663 -0.081
H -3.482 1.804 -0.283 -4.176 -0.563 -0.023
H -2.305 2.369 0.552 0.589 0.888 1.244
H -2.291 2.372 -1.067 0.437 0.732 -0.627
H 2.726 -0.994 -0.841 1.367 -0.168 0.889

=====

Record 2
79
Properties=species:S:1:pos:R:3:forces:R:3 method="wB97M-V/def2-TZVPD" homo_ha="-0.2569 / -0.2620" spin_multiplicity=5 orbital_gap_ev="6.93 / 6.05" e_above_lowest_kj_mol=156.33 lumo_ev="-0.06 / -1.08"
Co -0.456 0.234 0.250 0.023 0.523 -0.030
C 4.982 -0.790 1.422 0.011 -0.013 -0.041
N 3.879 -1.003 0.500 0.005 -0.014 -0.064
C 3.901 -2.212 -0.304 -0.012 -0.024 0.013
C 2.731 -0.259 0.555 -0.019 0.003 -0.021
N 1.619 -0.547 -0.013 -0.077 -0.096 0.068
N 2.869 0.900 1.307 -0.014 0.036 0.055
C 1.968 1.941 1.440 -0.029 -0.121 0.052
N 2.447 2.941 2.258 0.084 0.104 -0.087
N 0.850 1.970 0.829 -0.004 -0.037 -0.127
H 5.620 -1.670 1.398 0.009 0.012 0.000
H 4.634 -0.680 2.452 -0.009 -0.009 0.025
H 5.600 0.069 1.141 -0.010 0.011 0.013
H 4.931 -2.434 -0.575 0.001 -0.009 0.033
H 3.354 -2.069 -1.232 -0.020 -0.019 -0.061
H 3.481 -3.074 0.224 -0.034 0.014 -0.022
H 1.666 -1.427 -0.506 -0.046 -0.068 0.028
H 3.760 1.045 1.744 0.008 0.035 -0.025
H 3.099 2.690 2.982 -0.047 -0.044 0.061
H 1.774 3.637 2.531 -0.013 -0.001 0.027
H 0.293 2.791 1.047 -0.041 -0.043 0.051
C -1.724 -1.429 -0.259 0.081 -0.475 0.013
H -2.659 -0.907 -0.480 0.063 0.159 0.042
H -1.871 -2.150 0.544 -0.041 0.022 -0.018
H -1.334 -1.913 -1.155 -0.027 0.026 0.055
O -1.743 1.385 -3.301 -0.026 -0.086 -0.037
C -0.937 0.548 -2.883 -0.112 -0.064 0.008
O -0.250 0.613 -1.816 0.184 0.044 -0.157
C -0.712 -0.687 -3.746 -0.072 0.062 -0.070
C -1.395 -0.822 -4.949 -0.010 -0.029 0.013
C -1.219 -1.944 -5.748 0.024 -0.012 0.025
C -0.360 -2.955 -5.346 -0.046 0.001 -0.026
C 0.310 -2.800 -4.146 0.096 -0.096 0.026
C 0.157 -1.687 -3.344 0.072 0.042 0.025
N 1.222 -3.875 -3.705 -0.172 0.196 -0.028
O 1.874 -3.687 -2.695 0.132 0.062 0.195
O 1.270 -4.889 -4.365 0.028 -0.132 -0.111
H -2.072 -0.029 -5.236 -0.001 0.009 -0.005
H -1.755 -2.038 -6.683 0.000 -0.001 0.003
H -0.207 -3.846 -5.937 -0.001 -0.002 -0.003
H 0.695 -1.581 -2.415 -0.016 -0.001 -0.021
C -4.113 3.741 -2.092 0.007 0.013 0.012
N -2.679 3.898 -2.095 -0.097 -0.061 0.058
C -1.998 4.324 -3.309 0.025 0.029 -0.044
C -0.527 3.985 -3.023 0.053 0.023 -0.087
N -0.568 3.472 -1.657 0.020 0.020 0.161
C -1.844 3.277 -1.258 0.050 0.109 -0.119
S -2.298 2.428 0.130 0.096 -0.098 0.113
H -4.416 3.144 -2.955 -0.006 -0.014 -0.004
H -4.605 4.714 -2.135 0.008 0.000 -0.023
H -4.407 3.225 -1.183 -0.006 0.021 0.003
H -2.159 5.389 -3.488 0.002 0.014 0.030
H -2.387 3.759 -4.157 0.015 -0.009 0.006
H 0.120 4.860 -3.090 -0.015 0.032 0.035
H -0.161 3.218 -3.705 -0.025 0.031 0.038
H 0.061 2.721 -1.405 0.021 -0.083 -0.016
C 2.676 -1.531 4.389 -0.004 0.044 -0.007
C 1.992 -0.364 4.714 0.035 -0.035 -0.006
C 0.875 0.015 3.986 0.008 0.072 -0.066
C 0.430 -0.756 2.911 0.061 0.008 -0.044
C 1.111 -1.930 2.599 0.012 -0.047 -0.005
C 2.225 -2.313 3.333 0.002 0.007 -0.019
N -0.708 -0.341 2.176 -0.290 0.116 0.291
C -1.905 -0.582 2.862 0.193 -0.196 -0.142
C -1.995 -1.566 3.863 0.002 -0.007 0.072
C -3.192 -1.820 4.507 -0.011 0.018 -0.008
C -4.337 -1.106 4.178 0.016 -0.014 -0.003
C -4.263 -0.138 3.185 0.031 0.025 -0.016
C -3.070 0.118 2.534 -0.105 0.015 -0.043
H 3.536 -1.841 4.970 0.000 0.003 -0.003
H 2.319 0.240 5.552 -0.003 -0.002 -0.002
H 0.322 0.912 4.243 0.006 -0.005 0.001
H 0.739 -2.542 1.787 0.002 0.009 -0.004
H 2.734 -3.238 3.088 -0.002 0.001 0.000
H -1.119 -2.143 4.127 -0.027 -0.001 0.018
H -3.231 -2.588 5.270 -0.001 0.001 -0.001
H -5.273 -1.305 4.683 0.001 -0.001 0.002
H -5.144 0.429 2.912 0.002 -0.004 0.000
H -3.036 0.877 1.771 -0.001 -0.003 -0.055

=====

Record 3
18
Properties=species:S:1:pos:R:3:forces:R:3 method="wB97M-V/def2-TZVPD" homo_ha=-0.3234 orbital_gap_ev=9.87 smiles=CCO.NCN e_above_lowest_kj_mol=62.77 lumo_ev=1.07
C -0.332 -2.877 1.155 -0.060 -0.390 -0.176
C 0.798 -2.068 0.553 -0.381 0.207 0.345
O 0.635 -0.662 0.771 -0.297 -0.275 0.127
H -0.291 -2.987 2.239 0.000 0.143 -0.064
H -0.359 -3.867 0.699 0.232 -0.177 0.188
H -1.283 -2.451 0.850 -0.279 0.301 0.146
H 1.753 -2.356 0.996 0.054 -0.078 -0.311
H 0.762 -2.257 -0.517 0.460 0.026 -0.221
H -0.232 -0.552 1.184 0.260 0.307 -0.102
N -0.460 1.412 -1.716 -1.156 -0.608 -0.589
C 0.200 2.365 -0.904 0.726 0.650 -0.787
N -0.600 2.726 0.238 0.650 -0.714 0.262
H -0.439 0.468 -1.359 0.232 -0.059 0.072
H -0.109 1.464 -2.656 -0.037 -0.322 -0.158
H 0.370 3.203 -1.602 0.077 0.214 0.263
H 1.197 2.009 -0.637 0.038 0.156 0.757
H -0.096 3.417 0.772 -0.433 0.240 0.188
H -1.515 3.013 -0.067 -0.085 0.381 0.059

=====

Record 4
15
Properties=species:S:1:pos:R:3:forces:R:3 method="wB97M-V/def2-TZVPD" homo_ha=-0.5138 orbital_gap_ev=7.31 e_above_lowest_kj_mol=788.23 charge=+1 lumo_ev=-6.68
C 2.361 1.221 -0.305 2.983 -1.589 -1.227
C 0.342 0.889 1.160 3.683 -0.056 -1.391
C -2.285 -0.965 -0.570 0.804 0.720 -1.502
C -0.730 0.504 0.757 -1.115 -0.168 -0.013
C -2.081 0.129 0.492 -0.710 -2.117 1.434
N 3.086 0.275 -0.323 -0.999 1.243 -0.133
O 3.357 -0.955 0.047 1.162 0.729 -1.087
H 2.392 2.248 -0.684 -0.751 -0.239 0.431
H -2.088 -1.990 -0.162 -0.651 1.002 -0.549
H -1.599 -0.777 -1.411 -0.228 -0.348 0.074
H -3.281 -0.698 -0.950 0.108 -1.203 0.077
H 4.239 -1.136 -0.429 -1.363 -0.105 0.919
H 1.456 0.830 0.719 -3.100 0.234 2.607
H -2.713 0.998 0.366 -0.140 0.039 -0.011
H -2.456 -0.573 1.294 0.317 1.858 0.370

=====

Record 5
23
Properties=species:S:1:pos:R:3:forces:R:3 method="wB97M-V/def2-TZVPD" homo_ha=-0.3338 orbital_gap_ev=9.80 e_above_lowest_kj_mol=554.93 lumo_ev=0.71
C -1.029 1.090 0.300 1.312 0.596 -6.836
C -2.032 0.173 -0.411 -0.886 1.345 -0.111
C -1.869 -1.186 0.164 -6.482 -2.537 2.090
C -0.504 -1.753 0.259 1.124 -3.220 0.300
C 0.586 -0.772 -0.042 -1.566 -1.272 1.321
C 1.842 -1.213 -0.190 0.102 1.695 0.501
C 2.841 -0.278 -0.141 4.583 -1.306 -3.952
C 2.699 1.090 0.046 -0.150 2.256 0.855
C 1.441 1.442 0.502 -0.781 -0.622 -2.343
C 0.413 0.527 0.199 -2.332 4.821 1.762
H -0.626 2.617 -1.045 -2.691 -0.354 3.367
H -1.253 1.149 1.237 -1.673 0.285 5.843
H -2.971 0.594 -0.081 -0.488 -0.061 0.415
H -2.293 0.278 -1.453 1.617 0.015 -1.032
H -2.471 -2.217 -0.368 0.783 3.823 1.422
H -2.744 -0.803 1.178 3.387 -2.519 -1.753
H -0.163 -2.361 1.308 -1.315 1.720 -2.803
H -0.614 -2.578 -0.575 1.313 1.279 1.680
H 1.783 -2.214 -0.417 1.668 -2.363 -0.492
H 3.750 -0.673 -0.758 -0.931 0.950 1.767
H 3.300 2.098 -0.175 -0.147 -3.226 0.536
H 1.198 2.479 0.639 -0.217 0.253 0.358
O -1.285 2.511 -0.175 3.768 -1.559 -2.894

=====

Record 6
64
Properties=species:S:1:pos:R:3:forces:R:3 method="wB97M-V/def2-TZVPD" homo_ha="-0.3236 / -0.3392" spin_multiplicity=2 orbital_gap_ev="7.19 / 7.61" lumo_ev="-1.62 / -1.62"
C 2.000 -3.700 2.250 0.429 0.219 -0.463
C 1.565 -3.594 0.768 0.153 -1.911 -0.327
C 2.127 -4.884 0.071 -0.726 -0.008 0.221
C 0.023 -3.641 0.597 -0.030 0.213 1.280
C -0.667 -2.365 1.203 -0.047 0.372 0.385
S -1.307 -2.855 2.898 -0.242 -0.502 0.198
C -1.954 -2.096 0.355 -0.031 -0.839 0.423
C -2.972 -1.181 1.044 -0.276 -1.220 -1.158
O -2.688 -0.252 1.700 0.644 1.734 0.957
O -4.309 -1.523 0.869 1.385 -2.330 0.344
C 0.246 -1.095 1.390 0.024 -0.300 -0.334
C 1.654 -1.111 0.700 0.724 2.218 -0.512
C 1.606 -0.023 -0.439 -0.261 0.210 1.192
C 2.732 -0.564 1.695 -0.927 -0.438 0.351
N 2.042 -2.392 0.051 -1.951 0.444 -0.027
O 1.603 -2.404 -1.168 0.899 -0.521 -0.028
H 1.493 -3.003 2.928 0.133 -0.343 -0.188
H 1.833 -4.747 2.554 -0.184 0.535 0.098
H 3.092 -3.534 2.307 -0.430 0.013 0.006
H 3.011 -5.287 0.589 -0.099 0.365 -0.395
H 2.280 -4.747 -1.007 0.140 0.099 0.418
H 1.334 -5.648 0.179 0.449 0.182 -0.061
H -0.297 -3.851 -0.436 0.451 0.447 0.219
H -0.330 -4.503 1.196 0.120 0.344 -0.325
H -0.675 -2.077 3.809 -0.068 0.054 -0.684
H -1.667 -1.771 -0.659 -0.202 0.123 0.366
H -2.441 -3.085 0.250 0.100 0.495 -0.186
H -4.536 -2.066 1.644 -0.041 0.109 -0.220
H 0.401 -0.857 2.455 -0.144 -0.317 -0.404
H -0.311 -0.233 0.989 0.265 -0.365 0.205
H 0.658 -0.034 -0.995 0.514 -0.307 -0.115
H 1.627 0.944 0.102 -0.076 -0.372 -0.338
H 2.498 -0.032 -1.063 -0.463 -0.307 -0.029
H 2.389 0.451 1.966 0.398 -0.335 -0.158
H 2.724 -1.123 2.648 0.336 0.056 -0.508
H 3.734 -0.523 1.245 -0.338 -0.039 0.164
C -8.116 2.925 0.319 -0.035 -0.284 0.009
C -7.351 4.021 0.318 -0.632 0.180 -0.056
C -5.859 3.939 0.437 0.588 -0.387 0.083
O -5.210 4.970 0.411 -0.331 0.183 -0.028
C -5.254 2.622 0.582 -0.001 0.363 -0.047
C -6.019 1.523 0.587 0.570 -0.285 0.104
C -7.508 1.603 0.442 -0.518 0.359 -0.055
O -8.157 0.574 0.434 0.290 -0.142 0.054
O -5.493 0.299 0.721 -1.614 2.114 -0.288
O -7.871 5.249 0.210 0.565 -0.149 0.047
H -9.193 2.972 0.232 0.013 0.022 -0.008
H -4.178 2.576 0.685 -0.012 -0.044 0.015
H -6.252 -0.313 0.691 0.153 -0.104 -0.055
H -7.110 5.861 0.234 -0.059 0.008 -0.013
C 4.999 4.185 -3.478 0.255 -0.008 -0.121
C 4.131 3.565 -2.671 -0.281 0.568 -0.208
C 4.445 2.236 -2.055 0.406 -0.485 0.056
O 3.626 1.723 -1.312 0.214 0.665 -0.185
C 5.722 1.612 -2.379 -0.271 0.005 0.154
C 6.589 2.231 -3.189 0.261 -0.596 0.186
C 6.287 3.573 -3.784 -0.389 0.518 -0.107
O 7.118 4.100 -4.499 0.179 -0.300 0.062
O 7.768 1.690 -3.510 -0.229 0.539 -0.171
O 2.941 4.094 -2.370 0.246 -0.527 0.194
H 4.785 5.145 -3.926 -0.012 -0.006 0.021
H 5.930 0.645 -1.943 0.020 0.009 -0.014
H 8.202 2.335 -4.102 0.034 -0.064 0.027
H 2.509 3.453 -1.773 -0.037 0.072 -0.025